Entry 1:
{
  "formula": "C30H50Fe2O28",
  "method": "ωB97M-V/def2-TZVPD",
  "homo_lumo_gap_ev": [5.88, 5.88],
  "s2": 20.01,
  "multiplicity": 9,
  "largest_force_ha_per_bohr": 0.092,
  "total_energy_ha": -5806.5395,
  "lumo_energy_ev": [-8.1, -8.0],
  "e_above_lowest_kcal_mol": 115.96,
  "total_charge": 2,
  "elements": ["Fe", "Fe", "C", "C", "C", "O", "C", "C", "C", "O", "O", "O", "H", "H", "C", "O", "C", "O", "O", "C", "H", "H", "H", "H", "H", "H", "C", "O", "C", "O", "O", "C", "H", "H", "H", "H", "H", "H", "C", "O", "C", "O", "O", "C", "H", "H", "H", "H", "H", "H", "C", "O", "C", "O", "O", "C", "H", "H", "H", "H", "H", "H", "C", "O", "C", "O", "O", "C", "H", "H", "H", "H", "H", "H", "C", "O", "C", "O", "O", "C", "H", "H", "H", "H", "H", "H", "C", "O", "C", "O", "O", "C", "H", "H", "H", "H", "H", "H", "C", "O", "C", "O", "O", "C", "H", "H", "H", "H", "H", "H"],
  "positions_angstrom": [[-1.98740, -1.84011, -0.06018], [5.08068, -0.14336, 2.09287], [2.05106, -1.04380, -0.81095], [2.82353, -0.43609, 0.11827], [2.20591, 0.51552, 1.11909], [2.97791, 1.20694, 1.90923], [0.85878, 0.75125, 1.20341], [-0.08343, -0.03020, 0.33933], [0.61170, -1.01945, -0.70847], [-0.18446, -1.79654, -1.32603], [-1.33197, 0.06960, 0.24978], [4.10407, -0.68490, 0.05537], [2.44767, -1.69816, -1.57313], [0.42249, 1.47771, 1.87298], [3.33574, -7.89454, 3.14303], [2.92609, -6.61387, 2.90921], [3.53923, -5.90526, 1.90570], [4.66624, -6.07713, 1.43403], [2.56762, -5.00792, 1.50051], [2.74913, -4.20724, 0.28592], [3.25196, -8.11879, 4.20641], [4.39375, -7.99691, 2.90168], [2.62093, -8.58022, 2.68807], [2.28611, -3.24681, 0.51240], [2.35009, -4.83764, -0.50873], [3.79865, -3.98268, 0.09571], [-1.20669, 1.28062, -3.44454], [-2.47809, 0.70193, -3.79682], [-2.97857, -0.38564, -3.19823], [-2.77726, -0.80886, -2.03109], [-4.02483, -0.73829, -4.00604], [-4.88301, -1.85956, -3.72664], [-0.99743, 1.28683, -2.37484], [-1.13969, 2.35276, -3.62933], [-0.46586, 0.65002, -3.93607], [-5.35259, -1.81440, -2.74402], [-4.37789, -2.82106, -3.63464], [-5.74734, -1.86988, -4.39064], [-3.08250, 3.00193, -0.52451], [-4.11997, 3.25454, -1.39371], [-5.00842, 4.25213, -1.15389], [-5.11702, 4.88012, -0.06607], [-5.85853, 4.24240, -2.15121], [-6.84163, 5.23598, -2.16612], [-2.35914, 2.31214, -0.95929], [-3.40412, 2.47198, 0.37205], [-2.63586, 3.97342, -0.31284], [-6.44840, 6.24471, -2.29230], [-7.47283, 5.31981, -1.28144], [-7.55080, 5.11520, -2.98501], [0.94593, 6.79446, -3.30403], [1.19987, 6.43049, -1.94006], [0.43695, 5.45875, -1.33145], [-0.55348, 4.88309, -1.78930], [0.99252, 5.20814, -0.22284], [0.48122, 4.21897, 0.68015], [1.48425, 7.67688, -3.64992], [-0.11109, 6.85829, -3.56242], [1.23982, 5.99373, -3.98267], [0.64702, 3.24376, 0.22238], [-0.51184, 4.61027, 0.90112], [1.02633, 4.15560, 1.62193], [-2.12149, 1.01599, 8.36250], [-1.64944, 1.39511, 7.03806], [-2.26115, 0.96327, 5.91856], [-3.35375, 0.36517, 5.87052], [-1.54799, 1.50644, 4.86732], [-1.96928, 1.29394, 3.52130], [-2.72882, 1.83333, 8.75136], [-1.25064, 0.90792, 9.00908], [-2.71618, 0.10283, 8.38624], [-2.04799, 0.25556, 3.19929], [-1.16564, 1.67878, 2.89347], [-2.92881, 1.77857, 3.34096], [-4.30115, -1.82669, 3.49651], [-5.17270, -1.14323, 2.70181], [-4.76475, -0.75069, 1.47700], [-3.72345, -1.11951, 0.88052], [-5.79841, -0.04890, 0.94063], [-5.60060, 0.35980, -0.43846], [-4.71284, -1.78664, 4.50497], [-3.43614, -1.17748, 3.63205], [-4.03568, -2.86391, 3.29209], [-6.08336, -0.36968, -1.08878], [-4.57421, 0.42141, -0.80013], [-5.89020, 1.40554, -0.54187], [6.22222, 4.11118, 2.01483], [6.73931, 3.69867, 0.77811], [6.48688, 2.37922, 0.37376], [5.76849, 1.61569, 1.04555], [7.01337, 2.17239, -0.82211], [6.87040, 0.94709, -1.55814], [5.13311, 4.14473, 2.04309], [6.60986, 5.10697, 2.22991], [6.48080, 3.38570, 2.78614], [7.45098, 0.19977, -1.01726], [7.42583, 1.13885, -2.47619], [5.82601, 0.72598, -1.77830], [4.09125, -3.57915, -3.56627], [3.86590, -4.74714, -4.33626], [2.87604, -5.63760, -3.85121], [2.07910, -5.44459, -2.91510], [3.04991, -6.80022, -4.62369], [2.17874, -7.84796, -4.31275], [5.10154, -3.21684, -3.75638], [4.05052, -3.80151, -2.49997], [3.31681, -2.83177, -3.73886], [2.40019, -8.77161, -4.84747], [1.11587, -7.69140, -4.49687], [2.25040, -8.12404, -3.26073]],
  "lowdin_spin": [3.796, 3.832, 0.005, 0.003, 0.008, 0.057, 0.007, 0.005, 0.008, 0.052, 0.042, 0.051, 0.000, 0.000, 0.000, 0.000, 0.000, 0.000, 0.000, 0.000, 0.000, 0.000, 0.000, 0.000, 0.000, 0.000, 0.000, 0.001, 0.003, 0.022, 0.001, 0.000, 0.000, 0.000, 0.000, 0.000, 0.000, 0.000, 0.000, 0.000, 0.000, 0.000, 0.000, 0.000, 0.000, 0.000, 0.000, 0.000, 0.000, 0.000, 0.000, 0.000, 0.000, 0.000, 0.000, 0.000, 0.000, 0.000, 0.000, 0.000, 0.000, 0.000, 0.000, 0.000, 0.000, 0.000, 0.000, 0.000, 0.000, 0.000, 0.000, 0.000, 0.000, 0.000, 0.000, 0.003, 0.007, 0.040, 0.003, 0.000, 0.000, 0.000, 0.000, 0.000, 0.000, 0.000, 0.000, 0.004, 0.006, 0.043, 0.002, 0.000, 0.000, 0.000, 0.000, 0.000, 0.000, 0.000, 0.000, 0.000, 0.000, 0.000, 0.000, 0.000, 0.000, 0.000, 0.000, 0.000, 0.000, 0.000]
}

=====

Entry 2:
{
  "formula": "C30H50N14O5SSi",
  "method": "ωB97M-V/def2-TZVPD",
  "homo_lumo_gap_ev": 9.85,
  "largest_force_ha_per_bohr": 0.083,
  "total_energy_ha": -3003.3179,
  "lumo_energy_ev": -0.1,
  "elements": ["O", "N", "O", "C", "Si", "C", "C", "C", "S", "O", "O", "O", "H", "H", "H", "H", "H", "H", "H", "H", "H", "H", "H", "C", "C", "N", "H", "H", "H", "C", "C", "N", "H", "H", "H", "C", "C", "N", "H", "H", "H", "C", "C", "N", "H", "H", "H", "C", "C", "N", "H", "H", "H", "C", "C", "N", "H", "H", "H", "C", "C", "N", "H", "H", "H", "C", "C", "N", "H", "H", "H", "C", "C", "N", "H", "H", "H", "C", "C", "N", "H", "H", "H", "C", "C", "N", "H", "H", "H", "C", "C", "N", "H", "H", "H", "C", "C", "N", "H", "H", "H"],
  "positions_angstrom": [[-1.33317, 8.00261, 0.11605], [-0.91295, 7.11686, 0.76270], [-1.94211, 6.45411, 1.43188], [-2.38257, 5.30610, 0.64097], [-0.91612, 4.15383, 0.16662], [-0.42886, 2.99932, 1.62805], [0.98822, 2.44126, 1.24071], [1.52275, 1.41244, 2.26649], [3.13097, 0.79829, 1.62515], [4.18730, 1.63264, 2.23399], [3.35749, -0.61070, 1.94797], [3.24878, 1.03200, 0.00994], [-3.12242, 4.77274, 1.26918], [-2.94436, 5.62525, -0.24668], [0.32592, 4.88640, -0.17291], [-1.14457, 3.24770, -0.95943], [-0.40683, 3.52827, 2.59881], [-1.18093, 2.18651, 1.66764], [1.64518, 3.31609, 1.09388], [0.87222, 1.97921, 0.23965], [0.77129, 0.60410, 2.34018], [1.70735, 1.81216, 3.27358], [3.74871, 1.86248, -0.09311], [-0.06795, -1.25198, -0.43386], [-0.68148, -1.10813, 0.90453], [-1.16415, -0.99137, 1.96507], [-0.46722, -2.13591, -0.92794], [-0.28903, -0.37388, -1.04100], [1.01254, -1.35570, -0.33831], [2.08846, -3.84808, 3.29161], [1.64538, -3.95955, 1.89160], [1.29770, -4.04427, 0.80121], [1.52819, -3.06007, 3.79277], [1.92887, -4.78685, 3.81891], [3.14893, -3.60540, 3.32522], [5.92438, 4.42392, -0.57813], [4.79966, 3.87560, -1.36103], [3.92588, 3.46247, -1.98506], [5.67624, 5.42072, -0.22054], [6.12846, 3.78178, 0.27727], [6.81524, 4.47914, -1.20309], [-2.98618, -3.67548, 1.35167], [-3.93866, -3.88083, 0.24487], [-4.66683, -4.04629, -0.62717], [-3.04874, -2.65063, 1.71073], [-3.21658, -4.35891, 2.16747], [-1.97013, -3.86711, 1.00689], [6.80082, 8.69795, -0.39750], [6.35029, 7.63799, 0.52280], [5.99920, 6.81255, 1.23959], [6.63369, 8.38672, -1.42757], [6.24323, 9.61274, -0.20539], [7.86231, 8.88736, -0.24852], [-0.15606, -6.88131, 5.32232], [1.30389, -6.72614, 5.48470], [2.44185, -6.60994, 5.61031], [-0.52191, -7.65857, 5.99002], [-0.65674, -5.94476, 5.56072], [-0.38249, -7.15731, 4.29310], [-1.08284, -5.18868, -1.92368], [-1.51500, -5.25978, -3.33218], [-1.85869, -5.30837, -4.42636], [-1.64013, -4.40831, -1.40792], [-1.26948, -6.14207, -1.43292], [-0.01858, -4.96323, -1.86954], [-4.80845, 5.11859, -3.41937], [-3.55664, 4.79184, -2.71332], [-2.58109, 4.53721, -2.16352], [-4.61179, 5.22635, -4.48451], [-5.53516, 4.32213, -3.26874], [-5.21545, 6.05219, -3.03421], [-5.94676, 0.83782, -2.75279], [-4.49373, 1.02804, -2.57481], [-3.36029, 1.16032, -2.44754], [-6.29685, 0.04507, -2.09390], [-6.47226, 1.76050, -2.51181], [-6.15879, 0.56291, -3.78555], [-3.52287, -2.07758, -4.74355], [-4.82943, -1.91490, -5.40621], [-5.84591, -1.78119, -5.92286], [-3.40884, -3.10157, -4.39008], [-2.72182, -1.85254, -5.44526], [-3.45558, -1.39718, -3.89503], [-6.66479, -2.22504, -9.39647], [-7.12308, -2.26369, -10.79861], [-7.47969, -2.29322, -11.88876], [-7.20097, -1.44964, -8.85329], [-6.85028, -3.18546, -8.91980], [-5.59848, -2.01067, -9.36197], [2.50864, -6.45143, 9.84841], [1.19976, -6.34944, 9.17924], [0.18137, -6.26854, 8.65829], [2.64478, -7.45842, 10.23850], [3.30213, -6.23313, 9.13554], [2.55840, -5.73930, 10.67020], [6.94022, 0.59014, 0.98845], [8.39934, 0.72836, 1.16007], [9.53417, 0.83744, 1.29165], [6.56171, -0.19194, 1.64349], [6.44685, 1.52697, 1.23611], [6.71403, 0.32934, -0.04499]],
  "mulliken_charge": [-0.351, 0.270, -0.256, -0.353, 0.503, -0.864, -0.813, -0.563, 1.152, -0.697, -0.580, -0.352, 0.330, 0.138, -0.155, -0.101, 0.452, 0.349, 0.482, 0.407, 0.127, 0.526, 0.155, -0.446, 0.599, -0.685, 0.005, 0.382, 0.229, -0.438, 0.415, -0.442, 0.253, -0.074, 0.289, -0.272, 0.368, -0.488, -0.070, 0.165, 0.347, -0.363, 0.303, -0.427, 0.214, 0.340, -0.041, -0.783, 0.404, -0.416, 0.289, 0.279, 0.273, -0.908, 0.381, -0.457, 0.352, 0.273, 0.372, -0.287, 0.241, -0.431, -0.180, 0.354, 0.298, -0.756, 0.377, -0.368, 0.289, 0.151, 0.310, -0.848, 0.406, -0.417, 0.313, 0.299, 0.267, -0.311, 0.294, -0.439, 0.084, 0.283, 0.065, -0.661, 0.202, -0.344, 0.268, 0.272, 0.252, -0.765, 0.333, -0.375, 0.262, 0.271, 0.276, -0.361, 0.125, -0.381, 0.272, 0.025, 0.308]
}